[1]
Entry from the Open Molecules 2025 dataset: 12 unconnected molecules or ions with the total composition C26H36F2N10O6 (ωB97M-V/def2-TZVPD).

The geometry in XYZ format:
```
80
Properties=species:S:1:pos:R:3:forces:R:3
F 2.234 3.707 3.906 0.0 -0.1 1.0
F -1.100 -1.579 -1.240 -1.2 -1.1 -0.6
O -0.076 0.208 -1.910 1.4 -0.9 0.9
O 0.227 3.944 3.014 -1.3 0.1 0.2
O 1.505 4.146 1.270 0.5 1.0 -2.1
O -0.457 1.105 0.063 0.1 2.8 0.4
O -0.300 2.379 -1.871 0.0 -0.8 1.8
O -0.415 5.356 1.329 2.6 -2.5 1.8
N 2.827 -0.275 0.086 0.8 2.4 -2.2
N -1.160 2.312 -6.756 3.1 -1.9 2.0
N 3.957 -1.828 5.306 -0.1 0.0 -1.1
N -2.409 -2.720 2.134 -0.6 0.1 -0.9
N 4.720 -2.433 -2.317 -0.3 0.1 -0.1
N -1.365 5.874 -5.905 0.3 0.7 -1.1
N 0.394 -0.445 3.788 0.4 -0.6 0.6
N -0.360 -4.353 -0.497 0.2 0.7 -1.0
N -3.844 1.292 1.217 -0.2 -0.1 -0.7
N -3.885 1.320 -4.453 0.0 0.5 -1.7
C -0.024 -0.813 -0.953 -0.9 -2.4 0.7
C 0.446 -1.180 4.678 -0.7 0.6 -0.4
C 3.572 1.565 -1.635 0.3 0.2 0.1
C -1.636 5.168 -4.995 -0.5 -1.9 2.1
C 0.867 0.942 -5.682 -0.8 0.0 0.6
C -0.250 1.338 -1.236 -0.8 1.8 -1.4
C 2.303 -3.400 -2.738 0.7 0.9 0.5
C 1.863 2.932 1.820 0.5 -1.8 -0.4
C -3.724 1.061 -3.359 0.1 -0.5 2.0
C 1.271 3.075 3.167 1.2 -1.1 0.9
C -0.273 1.684 -6.266 -2.1 1.9 -1.5
C 3.503 -2.038 2.768 -0.2 0.6 -0.9
C 3.146 0.563 -0.676 -0.9 -2.4 2.3
C 3.669 -2.845 -2.539 -0.2 -0.9 -0.1
C -3.550 0.762 -1.926 -0.4 -0.4 -1.1
C 0.382 -2.049 5.843 0.7 -0.5 0.5
C 3.785 -1.920 4.166 -0.1 -0.4 2.1
C -4.075 -2.527 0.142 -0.1 0.2 0.3
C -0.306 -0.240 0.457 0.9 -0.4 -1.8
C -2.352 1.038 3.361 -0.3 -0.1 -1.2
C -3.128 -2.650 1.229 1.0 -0.5 1.3
C -3.176 1.196 2.141 -0.2 -0.1 1.6
C 0.383 4.549 1.832 -3.3 3.6 -2.1
C -1.944 4.288 -3.878 0.6 2.0 -0.6
C -0.412 -4.801 0.550 -0.3 -1.5 1.3
C -0.487 -5.488 1.860 0.2 1.4 0.0
H 4.062 -1.222 2.310 0.2 -0.4 -0.5
H 1.831 1.262 -6.079 -0.2 -0.2 -0.2
H 0.933 2.128 3.588 0.2 0.2 0.6
H -3.055 -0.207 -1.854 0.5 0.3 0.1
H -2.932 4.541 -3.493 -0.7 -0.3 -0.3
H -1.925 3.284 -4.302 -0.2 -0.6 0.1
H -1.242 -0.606 0.880 0.1 -0.1 -0.1
H 2.461 -1.803 2.547 -0.1 -0.1 0.3
H 3.726 -3.014 2.336 0.3 0.2 0.1
H -4.178 -1.448 0.026 -0.3 0.0 -0.5
H 0.865 1.070 -4.599 0.0 0.6 0.1
H 2.222 -4.486 -2.783 0.4 0.2 -0.1
H -1.516 -5.589 2.204 0.0 -0.4 -0.4
H -2.375 -0.012 3.653 0.3 0.0 -0.2
H -1.285 4.510 -3.038 0.5 -0.5 -0.2
H -0.074 -4.752 2.550 0.2 -0.2 0.3
H 0.542 -0.416 1.119 -0.2 0.5 0.1
H 1.428 2.087 1.284 -0.4 0.1 -0.2
H -1.382 1.333 2.959 0.4 -0.1 0.9
H 1.239 -2.722 5.845 0.1 0.0 -0.1
H 3.814 2.509 -1.147 -0.1 0.0 0.2
H 1.884 -2.926 -3.626 -0.2 -0.2 0.1
H -3.010 1.605 -1.494 -0.2 -0.4 0.5
H 0.687 -0.132 -5.711 0.2 0.0 -0.8
H 4.499 1.200 -2.078 -0.2 0.0 -0.4
H 0.116 -6.395 1.907 -0.3 0.0 -0.2
H -4.536 0.573 -1.502 0.1 0.6 0.3
H -0.502 -2.682 5.925 -0.2 0.4 -0.4
H 2.936 2.743 1.802 0.0 0.5 0.3
H 2.775 1.754 -2.354 0.2 -0.1 -0.1
H -2.677 1.624 4.220 0.0 0.3 -0.4
H 0.825 -1.494 -1.025 0.3 0.7 -0.2
H -3.736 -3.042 -0.757 0.1 0.2 0.0
H -5.027 -2.946 0.466 0.0 0.1 -0.1
H 0.482 -1.470 6.761 -0.1 0.2 -0.1
H 1.781 -3.080 -1.836 -0.4 -0.2 -0.2
```
Forces are in eV/Å.

Properties
- DFT total energy (eV) = -60152.688
- gap between HOMO and LUMO (alpha / beta) (eV) = 9.54 / 2.52
- M (g mol⁻¹) = 622.6
- LUMO level (alpha / beta) (eV) = -3.512 / -10.538
- spin multiplicity = 2
- HOMO (alpha / beta) (eV) = -13.06 / -13.06
- expectation value of S² = 0.76
- total charge = +1

***

[2]
Entry from the Open Molecules 2025 dataset: a molecular structure, C18H21ClN2O3Ti (ωB97M-V/def2-TZVPD).

The geometry in XYZ format:
```
46
Properties=species:S:1:pos:R:3:forces:R:3
Ti -0.844 -0.827 -2.461 -1.8 1.4 1.6
Cl -3.096 -0.343 -3.240 0.4 0.6 -0.4
O -3.556 -2.227 -1.050 3.2 2.5 -2.7
O 1.461 2.375 2.993 -1.1 -1.0 -1.2
O -0.662 -3.177 -0.199 1.0 3.7 -2.9
N 1.026 0.121 3.091 -0.7 1.1 -0.8
N -0.531 0.693 -0.926 1.0 0.3 0.2
C 0.907 1.384 2.512 0.9 -0.6 1.8
C -0.029 -0.111 -4.476 0.7 -0.9 -0.3
C -0.025 -0.951 3.006 1.2 0.6 0.1
C 0.182 -2.333 -3.818 -0.4 0.2 -0.4
C 1.084 -0.213 -3.567 0.1 -0.6 -0.7
C 1.212 -1.588 -3.173 0.4 0.7 -0.1
C 0.088 1.495 1.264 0.3 0.1 -0.4
C 3.238 0.450 4.262 -0.1 -0.1 -0.1
C -1.475 2.768 -0.035 0.4 -0.6 -0.6
C -0.590 -1.427 -4.599 0.9 -0.1 -0.5
C -0.471 1.079 -5.260 -0.5 0.2 0.5
C -0.501 -2.296 -0.934 -0.4 -4.3 3.4
C -1.261 1.829 -1.061 -0.6 0.2 0.0
C -2.720 -1.671 -1.669 -2.8 -2.9 2.9
C 1.743 0.148 4.369 0.1 0.5 0.4
C 0.222 0.584 0.218 -1.1 0.2 0.2
C -0.760 2.603 1.157 -0.6 -0.1 -0.8
C -1.081 -0.870 4.095 0.0 -0.1 -0.1
H -1.416 -1.682 -5.258 0.1 0.0 0.3
H 0.030 -3.411 -3.759 0.0 0.3 0.1
H 0.857 -0.289 0.350 0.0 0.2 -0.2
H -1.651 0.065 4.075 0.1 -0.1 -0.1
H 3.633 0.449 5.292 0.1 -0.1 -0.5
H -1.683 1.963 -2.063 -0.2 0.1 0.5
H -1.758 -1.714 3.941 -0.1 0.1 0.2
H -0.616 -0.969 5.080 -0.2 0.0 -0.2
H 1.815 0.586 -3.409 -0.5 -0.3 0.4
H -2.184 3.587 -0.206 0.5 -0.3 0.1
H -0.882 3.321 1.971 0.2 -0.3 -0.1
H 2.011 -2.001 -2.541 -0.5 0.2 -0.3
H 0.567 -1.866 3.144 -0.4 0.0 -0.3
H 3.741 -0.304 3.629 -0.1 0.3 0.5
H 3.391 1.451 3.836 0.0 -0.4 0.2
H -0.047 1.096 -6.276 0.0 -0.2 0.4
H 1.564 -0.829 4.822 0.2 0.2 0.2
H -0.461 -0.932 2.000 0.0 -0.1 0.3
H -1.565 1.032 -5.363 0.3 0.2 -0.1
H -0.188 1.999 -4.737 -0.1 -0.1 -0.3
H 1.283 0.954 4.976 0.2 -0.6 0.0
```
Forces are in eV/Å.

Properties
- DFT total energy (eV) = -63751.116
- gap between HOMO and LUMO (eV) = 4.59
- M (g mol⁻¹) = 396.7
- LUMO level (eV) = -9.895
- HOMO (eV) = -14.48
- total charge = +2
- relative energy (zero: lowest compared OMol25 entry of this formula, charge and spin) (kcal/mol) = 0.0

***

[3]
Entry from the Open Molecules 2025 dataset: 2 unconnected molecules or ions with the total composition C17H20Br2F3N2O6P (ωB97M-V/def2-TZVPD).

The geometry in XYZ format:
```
51
Properties=species:S:1:pos:R:3:forces:R:3
Br -3.454 4.026 2.850 -0.9 0.5 -1.0
Br -2.090 1.384 2.612 -0.1 -1.3 -0.9
P -0.643 1.351 -2.845 1.2 3.1 -1.1
F -3.662 3.908 0.151 -1.0 -1.5 1.1
F -5.353 2.835 1.313 1.9 0.7 -1.0
F -4.243 0.578 1.127 1.0 1.4 -0.2
O 0.272 -1.380 1.542 0.5 0.6 -1.6
O -0.190 -4.924 2.716 -0.2 -0.1 0.1
O 0.069 2.510 -2.215 -1.1 -1.8 -0.6
O -0.607 -2.348 1.993 -1.5 -0.5 0.7
O -2.155 1.831 -3.390 2.1 -1.1 0.5
O 0.182 0.913 -4.248 -1.4 -0.6 2.3
N 0.745 1.791 0.986 0.0 -0.1 0.3
N -1.278 -2.277 -3.189 0.0 0.1 -0.1
C 1.895 -0.305 -1.531 1.5 0.3 0.4
C -3.272 1.598 1.054 0.2 0.1 -0.7
C -2.078 0.012 -0.686 -0.8 0.4 -0.2
C 0.642 0.841 0.352 -0.8 -1.1 -2.5
C 4.738 0.739 1.129 -1.6 0.7 -2.1
C 3.746 -0.101 0.427 0.0 2.5 -1.3
C 3.299 1.866 -1.201 1.2 -1.0 1.9
C 4.980 2.128 0.657 -1.1 -0.9 -0.8
C 0.508 -0.295 -0.736 1.7 0.1 1.4
C -1.063 -1.352 -2.544 0.9 1.6 1.7
C 0.478 -1.662 0.119 -0.3 -0.1 0.2
C -2.507 1.492 -0.333 -1.0 0.3 0.1
C -1.090 -5.683 3.509 0.1 0.3 -0.2
C 4.292 2.714 -0.511 -1.1 -3.2 0.7
C -0.780 -0.098 -1.633 -1.6 -1.6 -0.4
C 3.016 0.482 -0.724 1.4 1.4 0.1
C -3.991 3.060 1.187 -0.3 -0.1 1.2
H 5.709 2.775 1.203 -0.7 -0.8 -0.5
H -0.567 -4.037 2.617 0.5 -0.4 0.0
H -0.686 -6.687 3.634 0.0 0.1 0.0
H 2.731 2.255 -2.089 0.6 -0.4 1.1
H -1.204 -5.216 4.492 -0.1 -0.2 0.1
H -0.359 -2.346 -0.179 0.8 0.7 0.0
H -1.673 2.247 -0.352 -0.7 -0.9 0.2
H -3.266 1.826 -1.105 0.9 -0.3 0.8
H -1.475 -1.897 2.063 0.5 0.1 0.0
H 2.290 -1.354 -1.695 -0.8 1.0 0.2
H -2.015 2.720 -3.786 -0.1 -0.6 0.3
H 5.256 0.295 2.014 -0.4 0.7 -0.9
H -2.063 -5.746 3.012 -0.1 -0.2 0.2
H 1.867 0.182 -2.541 -0.3 -0.3 1.0
H 1.451 -2.221 0.055 -0.9 0.7 -0.2
H 4.438 3.751 -0.893 0.1 -1.0 0.6
H 3.485 -1.153 0.717 0.6 1.2 -0.1
H -1.965 -0.542 0.285 0.4 0.3 -1.1
H -2.922 -0.503 -1.237 0.9 0.7 0.7
H 0.563 0.018 -4.155 -0.2 0.4 -0.3
```
Forces are in eV/Å.

Properties
- DFT total energy (eV) = -190739.411
- gap between HOMO and LUMO (eV) = 9.09
- M (g mol⁻¹) = 596.1
- LUMO level (eV) = 0.029
- HOMO (eV) = -9.06

***

[4]
Entry from the Open Molecules 2025 dataset: 2 unconnected molecules or ions with the total composition C10H16O (ωB97M-V/def2-TZVPD).

The geometry in XYZ format:
```
27
Properties=species:S:1:pos:R:3:forces:R:3
O 2.333 2.626 1.420 -0.3 -0.8 0.3
C -1.821 -3.206 -0.557 0.2 0.4 -0.1
C -0.233 -0.997 0.192 -0.3 -0.6 -0.1
C -2.366 -1.961 -0.560 -0.1 0.1 -0.4
C -1.576 -0.802 -0.293 0.2 0.2 0.8
C -2.121 0.567 -0.402 -0.1 -0.1 0.1
C -0.464 -3.374 -0.169 -0.4 0.0 -0.2
C 3.503 2.821 0.637 0.0 -0.6 -0.2
C -3.605 0.725 -0.028 -0.4 -1.0 -0.6
C 0.273 -2.258 0.281 0.2 0.3 0.0
C 3.825 1.668 -0.319 0.1 0.1 -0.3
H -1.908 0.852 -1.447 -0.2 0.2 0.0
H 1.258 -2.373 0.697 0.3 -0.3 0.0
H 4.882 1.397 -0.220 -0.3 -0.3 -0.1
H -2.424 -4.021 -0.905 0.0 -0.5 0.1
H -4.286 0.614 -0.886 0.4 0.5 0.1
H 2.465 1.835 1.980 0.0 0.7 -0.4
H 3.672 1.977 -1.352 0.0 0.0 -0.1
H -3.401 -1.831 -0.839 0.0 0.0 -0.1
H -0.019 -4.355 -0.250 0.1 0.0 0.2
H 3.330 3.710 0.046 0.0 0.3 0.2
H -3.924 -0.097 0.620 0.2 0.3 0.3
H 3.177 0.799 -0.169 0.2 0.0 0.2
H -1.517 1.241 0.200 0.2 0.0 0.0
H 0.358 -0.174 0.555 0.0 0.4 -0.1
H -3.771 1.662 0.485 -0.1 0.1 -0.1
H 4.361 2.956 1.284 0.2 0.4 0.2
```
Forces are in eV/Å.

Properties
- DFT total energy (eV) = -12667.885
- gap between HOMO and LUMO (alpha / beta) (eV) = 8.39 / 4.58
- M (g mol⁻¹) = 152.2
- LUMO level (alpha / beta) (eV) = -4.312 / -8.126
- spin multiplicity = 2
- HOMO (alpha / beta) (eV) = -12.70 / -12.70
- expectation value of S² = 0.77
- total charge = +1
- relative energy (zero: lowest compared OMol25 entry of this formula, charge and spin) (kcal/mol) = 29.9

***

[5]
Entry from the Open Molecules 2025 dataset: a single C2H3ClN2O2 molecule (ωB97M-V/def2-TZVPD).

The geometry in XYZ format:
```
10
Properties=species:S:1:pos:R:3:forces:R:3
Cl -3.119 0.369 -0.147 -0.6 0.4 -0.4
O -0.546 1.482 0.617 -0.4 0.6 0.4
O -1.848 -1.710 0.532 1.1 -0.5 -0.2
N 0.611 -0.227 -0.234 1.8 -3.5 -1.4
N 1.880 0.390 -0.474 1.8 -1.4 0.7
C -0.503 0.347 0.218 1.6 0.0 -0.2
C -1.702 -0.587 0.200 -1.5 0.6 0.6
H 0.591 -1.178 -0.697 -0.4 1.7 1.0
H 1.865 1.252 0.016 -0.2 1.1 0.4
H 2.772 -0.138 -0.032 -3.2 0.9 -0.9
```
Forces are in eV/Å.

Properties
- DFT total energy (eV) = -21718.927
- SMILES = NNC(=O)C(=O)Cl
- gap between HOMO and LUMO (eV) = 9.60
- M (g mol⁻¹) = 122.5
- LUMO level (eV) = -0.080
- HOMO (eV) = -9.68
- relative energy (zero: lowest compared OMol25 entry of this formula, charge and spin) (kcal/mol) = 17.4

***

[6]
Entry from the Open Molecules 2025 dataset: 2 unconnected molecules or ions with the total composition C3H4N2OS (ωB97M-V/def2-TZVPD).

The geometry in XYZ format:
```
11
Properties=species:S:1:pos:R:3:forces:R:3
S 2.304 0.245 -0.280 -0.6 0.5 0.2
O 0.484 -2.777 0.035 0.8 2.8 -0.3
N -0.177 0.065 0.002 1.3 2.7 -1.5
N -0.015 1.423 -0.106 2.1 0.3 0.6
C 0.891 -0.624 -0.138 0.4 -5.7 0.4
C 1.286 1.627 -0.169 -1.4 2.7 -0.7
C -1.424 -0.513 0.202 -0.4 -3.0 -0.1
H 1.598 2.692 -0.286 0.0 -1.2 0.2
H -1.741 -0.216 1.174 -0.6 -0.2 0.8
H -2.192 -0.348 -0.539 0.1 0.5 -0.4
H -1.013 -1.575 0.106 -1.8 0.5 0.7
```
Forces are in eV/Å.

Properties
- DFT total energy (eV) = -19031.633
- gap between HOMO and LUMO (alpha / beta) (eV) = 9.07 / 9.09
- M (g mol⁻¹) = 116.1
- LUMO level (alpha / beta) (eV) = -0.283 / -0.198
- HOMO (alpha / beta) (eV) = -9.35 / -9.29
- relative energy (zero: lowest compared OMol25 entry of this formula, charge and spin) (kcal/mol) = 171.0

***

[7]
Entry from the Open Molecules 2025 dataset: a molecular structure, C37H50ClN4O3P2S5Ti (ωB97M-V/def2-TZVPD).

The geometry in XYZ format:
```
103
Properties=species:S:1:pos:R:3:forces:R:3
Ti 0.135 0.068 -1.384 -0.7 -0.1 -0.6
Cl 3.520 3.538 -2.136 0.0 0.0 0.0
S -1.917 3.378 -5.079 0.0 0.0 0.0
S -1.136 2.325 -2.374 0.1 -0.1 0.1
S -0.486 -0.522 -3.884 0.1 0.1 0.1
S 3.864 -2.418 -0.098 -0.1 0.1 -0.1
S -1.359 0.826 -6.422 0.0 0.0 0.0
P -2.472 -0.533 -1.207 0.3 -0.1 0.3
P 1.893 0.124 2.872 -0.2 0.0 0.0
O 2.626 0.507 -3.827 0.1 0.1 -0.1
O -2.242 2.977 -7.667 -0.1 0.1 -0.2
O 1.531 1.120 -1.992 0.4 -0.1 -0.1
N -0.557 0.656 0.432 0.0 -0.3 0.2
N 1.610 -2.191 -3.015 0.0 0.0 0.0
N 1.673 -0.690 -0.127 0.0 0.2 -0.1
N 0.722 -2.125 -2.000 -0.1 0.1 0.0
C 0.687 4.088 0.738 0.0 -0.1 0.0
C -1.367 -0.180 1.186 -0.1 0.1 0.0
C -1.910 2.496 -6.615 0.0 -0.1 0.2
C 1.752 0.571 4.708 0.1 0.0 0.1
C 3.742 0.419 2.804 0.1 -0.1 0.2
C 2.714 5.176 1.771 0.0 0.0 0.0
C -3.829 0.746 -1.014 -0.1 -0.1 -0.4
C 2.608 -1.398 -0.130 0.3 -0.1 0.2
C -3.898 -1.385 -3.443 0.1 0.0 -0.1
C 1.293 1.619 1.954 0.0 0.1 0.1
C -3.532 1.833 0.006 0.0 0.0 0.1
C 1.553 -4.197 -2.169 0.0 0.2 -0.1
C -2.284 -1.030 0.523 -0.1 0.1 0.1
C -0.074 2.961 0.505 0.0 0.2 0.1
C 2.125 -3.416 -3.152 0.0 0.0 0.0
C 4.280 1.038 1.510 0.2 -0.1 -0.2
C 2.388 2.847 -3.338 0.0 0.0 -0.2
C 0.052 -3.620 -0.144 -0.1 0.0 0.0
C 0.714 -3.337 -1.446 0.0 0.1 0.0
C -3.061 -1.930 1.238 0.0 0.1 0.0
C -2.202 -1.067 3.273 -0.1 -0.1 -0.1
C 0.492 0.052 5.392 0.0 0.0 0.0
C -1.091 0.896 -4.690 0.0 0.0 0.1
C -1.351 2.055 -4.075 0.0 0.0 0.1
C 1.802 4.005 1.556 -0.1 -0.1 0.0
C -5.185 0.119 -0.681 0.0 0.0 0.0
C -1.411 -0.170 2.581 0.0 0.0 0.0
C 4.417 -0.918 3.131 0.0 0.1 0.0
C -2.530 -3.135 -2.284 0.1 0.0 -0.1
C -3.008 -2.002 2.625 0.1 0.1 0.0
C 2.198 1.366 -3.084 0.0 0.1 0.0
C 2.009 2.004 5.169 -0.1 0.0 0.0
C -3.802 -3.016 3.393 -0.1 -0.1 0.0
C 3.134 -3.718 -4.202 0.0 0.0 0.0
C -3.365 -1.879 -2.096 -0.2 0.0 0.1
C 0.228 1.700 1.030 -0.2 0.1 -0.2
C 2.044 2.782 2.158 -0.1 0.2 0.2
H -5.137 -0.479 0.231 0.0 0.0 0.0
H 1.241 2.681 4.793 0.0 0.0 0.0
H 2.174 6.035 2.172 0.0 0.0 0.0
H 2.903 2.719 2.812 -0.2 0.1 0.0
H -4.539 -3.499 2.752 0.0 0.0 0.0
H -0.539 -4.536 -0.187 0.0 0.0 0.0
H -0.826 0.560 3.112 0.1 0.0 0.1
H -5.902 0.922 -0.506 0.0 0.0 0.0
H 3.718 -4.591 -3.919 0.0 0.0 0.0
H 3.814 -2.877 -4.332 0.0 0.0 0.0
H 3.979 1.100 3.630 0.0 -0.1 -0.1
H 2.977 2.390 4.854 0.0 0.0 0.0
H 5.182 0.518 1.192 0.1 0.0 0.0
H -3.101 -3.865 -2.859 -0.1 -0.1 0.0
H -3.423 1.416 1.008 0.0 0.0 0.0
H 4.240 -1.643 2.340 0.0 0.0 0.0
H -4.334 -2.558 4.228 0.0 0.0 0.0
H -4.219 -2.130 -1.456 0.0 0.0 0.0
H -0.592 -2.803 0.173 0.0 0.0 0.0
H -5.585 -0.498 -1.481 0.0 -0.1 -0.1
H 0.419 5.018 0.253 0.0 0.1 0.0
H 1.983 2.046 6.261 0.0 0.0 0.0
H 5.494 -0.778 3.232 0.1 0.0 0.0
H 2.575 -0.052 5.084 0.0 0.0 0.0
H 0.275 -0.975 5.109 -0.1 -0.1 -0.1
H -1.616 -2.918 -2.836 0.0 0.0 0.0
H 1.765 -5.225 -1.951 0.0 -0.1 0.0
H -0.932 3.044 -0.137 0.1 0.0 0.0
H -3.163 -3.800 3.806 0.0 0.0 0.0
H 2.656 -3.919 -5.162 0.0 0.0 0.0
H 4.527 2.089 1.650 0.1 0.0 -0.1
H 3.168 5.486 0.829 0.0 0.0 -0.1
H 0.824 -3.746 0.618 0.0 0.0 0.0
H -2.193 -1.038 4.356 0.0 0.0 0.1
H -4.476 -0.468 -3.360 0.0 0.1 0.0
H 3.573 0.986 0.686 0.0 0.0 -0.1
H 2.814 2.999 -4.327 0.0 0.0 0.1
H -2.266 -3.588 -1.333 0.0 0.0 0.1
H -0.377 0.667 5.156 -0.1 0.0 0.0
H -3.075 -1.203 -4.138 -0.1 0.0 0.1
H -4.376 2.525 0.026 0.0 0.1 0.0
H -3.886 1.211 -2.005 0.1 0.1 0.1
H -3.741 -2.583 0.701 0.0 0.0 0.0
H 0.619 0.093 6.476 0.0 0.0 0.0
H 1.432 3.359 -3.214 0.1 -0.1 0.0
H -2.643 2.395 -0.249 -0.1 0.0 0.0
H -4.550 -2.149 -3.868 0.0 -0.1 -0.1
H 1.838 -1.339 -3.529 0.0 0.0 0.0
H 4.047 -1.343 4.066 0.0 0.0 0.1
H 3.515 4.929 2.465 0.1 0.0 0.1
```
Forces are in eV/Å.

Properties
- DFT total energy (eV) = -159682.102
- gap between HOMO and LUMO (eV) = 6.13
- M (g mol⁻¹) = 904.4
- LUMO level (eV) = 1.975
- HOMO (eV) = -4.15
- total charge = -1
- relative energy (zero: lowest compared OMol25 entry of this formula, charge and spin) (kcal/mol) = 33.5